No. 1
{"formula": "C3H40NO15", "method": "ωB97M-V with the def2-TZVPD basis set", "symbols": ["C", "C", "C", "N", "H", "H", "H", "H", "H", "H", "H", "H", "H", "H", "H", "H", "O", "H", "H", "O", "H", "H", "O", "H", "H", "O", "H", "H", "O", "H", "H", "O", "H", "H", "O", "H", "H", "O", "H", "H", "O", "H", "H", "O", "H", "H", "O", "H", "H", "O", "H", "H", "O", "H", "H", "O", "H", "H", "O"], "coordinates": [[2.6153, -1.2305, 1.9148], [1.6118, -0.9210, 0.8269], [0.4202, -1.8542, 0.4780], [0.8428, 0.3533, 1.2467], [3.1920, -2.1468, 1.8711], [3.3683, -0.4973, 2.2190], [2.0753, -1.3489, 2.8511], [2.1655, -0.6832, -0.0690], [0.8033, -2.8636, 0.3560], [-0.0685, -1.4759, -0.4122], [-0.2434, -2.0008, 1.3307], [1.4098, 1.2017, 1.0908], [0.1350, 0.6007, 0.5402], [0.5671, 0.1563, 2.2334], [-1.5402, -3.1698, -2.7553], [-0.6524, -3.6213, -1.7180], [-0.7038, -3.6482, -2.6816], [2.9907, 1.6663, 3.8147], [1.8543, 2.5608, 2.9744], [2.4252, 2.4368, 3.7428], [2.5408, -4.2838, 1.0128], [2.3899, -3.9731, -0.5226], [2.6485, -3.6131, 0.3326], [-0.5075, 0.2095, 3.8594], [-0.3467, -1.4063, 3.9006], [0.0237, -0.5739, 3.6047], [-2.5919, -0.2626, 1.3957], [-3.2719, -1.1263, 0.5159], [-3.5170, -0.5211, 1.2433], [-1.7410, -0.4479, -1.6608], [-0.6177, -0.6895, -2.6861], [-1.4810, -1.0132, -2.4101], [3.3822, 0.8014, -0.7105], [3.4441, 1.8877, 0.3802], [2.8551, 1.4678, -0.2594], [-0.4967, 2.5811, 4.2925], [-1.8286, 2.2118, 3.6135], [-0.8761, 1.9901, 3.6172], [-0.2023, 2.8549, -3.6269], [-1.6965, 3.3728, -3.8049], [-1.0984, 2.8658, -3.2538], [1.3245, -2.6141, -4.3936], [0.5252, -1.6018, -5.0387], [1.3998, -1.6730, -4.6246], [-4.5605, -2.2333, -0.7933], [-3.4272, -1.9598, -1.8246], [-3.6997, -2.5378, -1.0989], [0.6509, 1.6211, -4.4766], [2.0053, 2.3247, -4.6611], [1.0629, 2.4074, -4.8474], [-4.5641, 2.2511, -0.6647], [-3.6620, 2.3597, 0.5322], [-3.6397, 2.4514, -0.4411], [-1.5652, 1.3563, -1.1868], [-2.2386, 1.2323, 0.1198], [-1.5272, 0.7865, -0.3974], [0.0782, 2.6619, 1.8534], [0.6938, 4.1328, 1.6262], [0.8641, 3.1878, 1.6292]], "forces_ev_per_angstrom": [[-0.2, -0.7, 2.0], [-1.1, 0.9, -0.3], [1.4, -0.9, 1.0], [2.1, 0.3, -1.2], [-0.2, -0.1, -0.8], [-0.3, 0.6, -0.9], [-0.3, 0.0, 0.2], [-0.3, 0.0, -0.3], [-0.2, 0.3, -0.6], [-0.3, -0.1, 0.1], [-0.3, 0.7, -0.1], [0.5, -0.5, 0.8], [-1.0, -0.8, 0.6], [-0.6, 0.4, -0.5], [0.1, 0.1, -0.5], [0.4, -0.2, 0.0], [-0.3, -0.2, 0.4], [-0.4, -0.1, -0.7], [0.3, -0.4, -0.5], [0.3, 0.7, 1.3], [0.0, -0.3, -0.3], [0.1, -0.4, 0.2], [0.6, -0.2, -0.3], [-0.3, -0.2, 0.3], [-0.4, 0.2, 0.2], [0.4, 0.1, 0.1], [-0.3, 0.5, 0.9], [-0.9, -0.2, 0.0], [1.1, -0.5, -0.7], [0.1, 0.0, 0.0], [0.0, -0.1, -0.1], [-0.3, 0.0, -0.1], [0.2, 0.1, 0.0], [0.0, 0.1, -0.2], [0.2, 0.3, -0.1], [0.1, 0.0, 0.0], [-0.2, 0.0, -0.3], [0.1, -0.1, 0.1], [-0.5, 0.8, -0.2], [0.3, 0.1, -0.2], [0.0, -0.6, 0.8], [0.5, 0.2, 0.3], [0.2, 0.5, -0.1], [-0.9, -0.7, -0.1], [0.0, 0.0, -0.2], [-0.2, 0.0, 0.1], [0.3, 0.0, 0.1], [0.2, -0.4, -0.2], [-0.1, 0.0, 0.0], [0.2, 0.0, 0.0], [0.3, 0.0, -0.1], [0.1, 0.3, 0.0], [-0.7, 0.0, 0.4], [0.3, 0.2, 0.0], [0.3, -0.5, -0.2], [0.0, 0.6, -0.1], [-0.6, 0.9, 0.3], [-0.5, -0.1, 0.1], [0.8, -0.7, -0.4]], "lowdin_charge": [-0.06, -0.33, -0.04, 0.15, 0.06, 0.08, 0.06, 0.11, 0.05, 0.06, 0.08, 0.08, 0.10, 0.07, 0.01, 0.02, -0.07, 0.02, -0.04, -0.08, 0.07, 0.06, -0.06, 0.02, 0.07, -0.10, -0.01, 0.00, -0.10, 0.00, 0.04, -0.08, 0.05, 0.06, -0.05, 0.05, 0.01, -0.18, -0.01, 0.04, -0.07, 0.03, 0.04, -0.08, 0.05, 0.02, -0.06, 0.03, 0.06, -0.04, 0.05, 0.01, -0.11, 0.05, 0.01, -0.12, 0.00, 0.06, -0.10], "charge": 0, "orbital_gap_ev": [2.681, 10.724], "e_homo_ev": [-2.86, -10.98], "multiplicity": 2}


No. 2
{"formula": "C4H8O2", "method": "ωB97M-V with the def2-TZVPD basis set", "symbols": ["C", "C", "O", "H", "H", "H", "H", "C", "C", "O", "H", "H", "H", "H"], "coordinates": [[1.2108, 0.6082, -2.3065], [1.7123, -0.1647, -1.3344], [1.1942, -0.3612, -0.0999], [1.4479, 0.3615, -3.3329], [0.6541, 1.5139, -2.0891], [2.5414, -0.8126, -1.5873], [0.6341, 0.4042, 0.1083], [-1.2493, 1.0169, 1.8252], [-1.5115, 0.1633, 0.8491], [-1.2527, -1.1964, 1.0077], [-1.4027, 2.0784, 1.7269], [-0.7227, 0.6728, 2.7051], [-2.1325, 0.3917, -0.0138], [-2.1267, -1.5720, 1.1718]], "forces_ev_per_angstrom": [[0.5, 0.2, 0.5], [-0.7, -0.5, -1.1], [1.1, 1.1, 0.2], [0.5, 0.5, 0.1], [-0.6, -0.4, -0.1], [-0.3, -0.6, 0.3], [-0.1, -0.3, 0.1], [0.8, 0.2, -0.2], [-1.0, -0.6, 0.7], [-0.4, 0.5, 0.0], [-0.2, 0.1, -0.1], [0.0, -0.1, 0.1], [0.4, 0.3, -0.2], [0.2, -0.4, -0.1]], "lowdin_charge": [-0.01, -0.28, -0.01, 0.04, 0.05, 0.10, 0.06, 0.03, -0.29, -0.04, 0.06, 0.07, 0.12, 0.10], "charge": 0, "orbital_gap_ev": 9.513, "e_homo_ev": -8.63, "smiles": "C=CO.C=CO", "multiplicity": 1}


No. 3
{"formula": "C3HN3O2", "method": "ωB97M-V with the def2-TZVPD basis set", "symbols": ["C", "C", "C", "N", "N", "N", "O", "O", "H"], "coordinates": [[0.6046, -2.2290, -0.3775], [-1.2044, -1.8040, 0.6225], [1.1973, 1.7266, -0.0749], [1.6563, -2.2559, -0.8323], [-1.4521, 0.5728, 0.5976], [-1.2331, -0.5899, 0.3823], [1.0157, 1.0608, 0.8587], [1.3221, 2.4069, -1.0077], [-1.9064, 1.1117, -0.1688]], "forces_ev_per_angstrom": [[-3.8, 1.3, 2.3], [3.2, -1.3, -2.2], [-0.1, 0.1, 0.1], [0.6, -0.2, -0.4], [-0.2, 1.1, 0.1], [-0.6, -0.1, 0.0], [0.7, 0.3, -0.3], [0.1, -0.2, 0.2], [0.0, -0.9, 0.1]], "lowdin_charge": [-0.18, 0.12, -0.42, 0.02, 0.17, -0.21, 0.16, 0.20, 0.13], "charge": 0, "orbital_gap_ev": [8.598, 8.598], "e_homo_ev": [-11.09, -11.09], "multiplicity": 1}


No. 4
{"formula": "C5H11N2", "method": "ωB97M-V with the def2-TZVPD basis set", "symbols": ["C", "C", "C", "C", "C", "N", "N", "H", "H", "H", "H", "H", "H", "H", "H", "H", "H", "H"], "coordinates": [[-1.6418, 0.8718, -2.5857], [0.6513, -0.4278, -1.4723], [1.5731, -0.1553, 1.4408], [-1.0703, -0.4173, 1.4408], [0.1836, 0.4289, 0.8903], [-1.4198, 1.4621, -1.5427], [0.1071, 0.2825, -0.5943], [-2.6641, 0.8444, -3.0568], [-0.9058, 0.4564, -3.1597], [0.2466, -0.3627, -2.4614], [1.5005, -1.0727, -1.4144], [1.8290, -1.0234, 0.7893], [2.3560, 0.5010, 1.3326], [1.5818, -0.2889, 2.4919], [-1.7927, -0.5094, 0.5898], [-1.3441, 0.2385, 2.2347], [-0.7376, -1.4048, 1.7063], [0.0856, 1.4959, 1.0269]], "forces_ev_per_angstrom": [[-2.8, 1.3, 0.0], [-0.4, 1.0, 0.9], [-2.2, -0.6, -2.3], [1.4, 1.5, -2.3], [0.5, -2.0, -0.4], [0.1, -0.8, 2.2], [0.4, 0.3, -1.2], [0.8, 0.7, 0.4], [2.0, -1.9, -1.5], [0.0, -0.1, -0.7], [0.5, -0.5, 0.7], [-0.2, 0.1, 1.2], [1.7, 2.0, -0.8], [-0.7, -0.9, 0.9], [0.2, 0.3, 1.2], [-1.1, -0.3, 0.9], [0.1, -0.2, 0.4], [-0.2, 0.2, 0.4]], "lowdin_charge": [-0.05, 0.09, -0.01, 0.00, -0.29, 0.25, 0.04, 0.16, 0.05, 0.06, 0.12, 0.09, 0.05, 0.08, 0.08, 0.07, 0.08, 0.13], "charge": 1, "orbital_gap_ev": [8.268, 9.086], "e_homo_ev": [-15.04, -15.23], "multiplicity": 1}


No. 5
{"formula": "C30H71N", "method": "ωB97M-V with the def2-TZVPD basis set", "symbols": ["C", "C", "N", "C", "C", "C", "C", "H", "H", "H", "H", "H", "H", "H", "H", "H", "H", "H", "H", "H", "H", "H", "C", "C", "C", "C", "C", "C", "H", "H", "H", "H", "H", "H", "H", "H", "H", "H", "H", "H", "H", "H", "C", "C", "C", "C", "C", "C", "H", "H", "H", "H", "H", "H", "H", "H", "H", "H", "H", "H", "H", "H", "C", "C", "C", "C", "C", "C", "H", "H", "H", "H", "H", "H", "H", "H", "H", "H", "H", "H", "H", "H", "C", "C", "C", "C", "C", "C", "H", "H", "H", "H", "H", "H", "H", "H", "H", "H", "H", "H", "H", "H"], "coordinates": [[2.4333, 6.1211, -1.1731], [1.0833, 5.3711, -0.8251], [1.0193, 5.2561, 0.6459], [-0.3587, 5.2151, 1.2129], [-1.1767, 3.8821, 0.9479], [2.0663, 4.4291, 1.3489], [2.7323, 5.3681, 2.3089], [2.4513, 6.1991, -2.3321], [3.2393, 5.3481, -0.9091], [2.4133, 7.1381, -1.0381], [1.1783, 4.3811, -1.3841], [0.2533, 5.8231, -1.3011], [-0.9957, 5.9291, 0.9839], [-0.1127, 5.1971, 2.2499], [-0.6277, 3.1501, 1.5059], [-1.3037, 3.7961, -0.1121], [-2.0867, 3.9721, 1.4479], [2.7253, 4.1821, 0.7329], [1.5623, 3.6991, 1.8979], [3.4413, 6.1571, 1.7759], [3.6873, 4.6791, 3.0449], [2.1083, 6.1391, 2.7159], [1.9743, 1.4711, -0.8111], [0.6523, 0.7291, -1.3211], [0.7683, -0.7969, -1.6071], [1.9593, -1.2329, -2.5551], [2.3153, -2.6949, -2.3861], [3.3183, -3.0509, -1.3701], [2.3143, 0.8501, 0.0729], [1.8743, 2.3761, -0.3181], [2.8663, 1.6611, -1.5201], [0.2443, 1.1881, -2.0021], [-0.1517, 0.6721, -0.3761], [-0.1207, -1.2269, -2.1211], [0.7013, -1.3969, -0.8871], [2.8683, -0.6249, -2.3071], [1.7413, -0.8869, -3.5501], [2.6803, -3.1099, -3.3951], [1.3733, -3.2749, -2.2321], [3.4023, -4.0239, -1.1801], [2.7763, -2.6119, -0.3641], [4.3943, -2.6239, -1.6711], [1.9353, -4.0609, 1.9569], [0.8773, -5.1629, 1.4539], [0.4473, -4.8839, -0.0031], [-0.6687, -5.6329, -0.4711], [-1.0267, -5.4279, -1.8751], [-2.3197, -6.1579, -2.3601], [2.6593, -4.0159, 1.2879], [2.2113, -4.2339, 2.8589], [1.4973, -3.0469, 1.8619], [0.0903, -5.2609, 2.1719], [1.2703, -6.2279, 1.4979], [1.4483, -5.0389, -0.5161], [0.3063, -3.7699, -0.1051], [-1.4787, -5.2079, 0.1649], [-0.4667, -6.7219, -0.3601], [-0.1757, -5.7259, -2.5611], [-1.0847, -4.3859, -2.1931], [-2.3977, -6.0019, -3.4561], [-3.1227, -5.8039, -1.8431], [-2.1067, -7.1699, -2.2431], [-4.3347, -2.2289, -1.1231], [-3.4407, -1.1909, -1.6361], [-4.1487, 0.1951, -1.6231], [-3.2007, 1.4831, -1.8141], [-2.5697, 1.5441, -3.2241], [-1.8017, 2.7851, -3.4281], [-5.2887, -2.3639, -1.6961], [-4.4847, -2.2129, 0.0609], [-3.8267, -3.1589, -1.3321], [-2.8347, -1.4499, -2.5571], [-2.5467, -1.2149, -1.0271], [-4.6737, 0.4181, -0.7051], [-5.0297, 0.1171, -2.3051], [-2.3697, 1.5211, -1.0271], [-3.7777, 2.4681, -1.7811], [-3.0237, 1.3741, -4.1401], [-2.0887, 0.8091, -3.3651], [-0.9267, 2.8931, -2.8091], [-2.3577, 3.7461, -3.1991], [-1.3447, 2.7091, -4.3901], [-2.5087, -1.6219, 2.7229], [-1.0537, -1.1149, 2.3339], [-0.5537, 0.1001, 3.2649], [0.9243, 0.3001, 3.3899], [1.3223, 1.4191, 4.2129], [2.7173, 1.8431, 4.1219], [-2.7267, -2.3799, 2.0589], [-3.3517, -1.1099, 2.6749], [-2.4987, -1.8539, 3.7089], [-0.8947, -0.8059, 1.1519], [-0.2997, -2.1649, 2.3409], [-1.0267, 0.2071, 4.3419], [-0.8277, 0.9581, 2.8099], [1.1813, 0.4331, 2.3739], [1.4383, -0.5509, 3.5529], [0.7623, 1.4211, 5.1769], [0.7683, 2.2191, 3.6869], [3.3183, 0.9861, 4.6099], [2.9643, 1.9671, 2.9309], [2.8343, 2.6201, 4.5519]], "forces_ev_per_angstrom": [[-1.1, -4.3, -3.6], [3.2, -1.2, 0.3], [-1.7, 0.4, -1.4], [3.6, -5.5, 0.8], [2.3, 1.9, 0.4], [-6.2, 5.4, 3.9], [5.7, 0.4, 0.6], [0.2, -0.8, 1.4], [-0.6, 2.2, 0.0], [0.6, 2.2, 1.9], [-0.2, 0.7, 0.8], [-1.1, 0.9, 0.2], [-2.1, 4.2, -1.3], [-0.5, 0.4, 1.2], [0.3, -1.2, -0.5], [0.0, -0.8, -0.5], [-1.8, 0.2, 0.6], [5.3, -3.1, -5.4], [-0.4, -1.9, 0.6], [-1.1, -2.0, 0.3], [-3.4, 2.3, -1.7], [-0.7, -0.5, 1.4], [1.0, -3.1, -0.2], [3.1, -5.1, 9.9], [1.0, 3.9, -7.7], [0.6, 1.6, 1.9], [-1.0, -1.6, -3.7], [0.4, 5.8, 2.0], [0.2, 0.3, -1.1], [-1.2, 2.0, 0.5], [-1.6, -0.9, 0.7], [-4.3, 4.7, -7.2], [2.0, 0.9, -2.2], [-0.1, 1.0, -0.3], [0.5, -4.2, 7.0], [-0.6, -0.4, 0.1], [-0.3, -0.4, -0.7], [-0.5, 0.6, 1.1], [0.5, 0.3, 0.1], [0.4, -4.1, 0.4], [2.3, -0.6, -1.9], [-2.4, -0.6, 1.2], [-6.5, 0.1, -4.1], [1.4, -0.1, 0.2], [4.6, 2.5, 1.4], [-1.9, -1.2, 0.4], [0.1, 0.1, -3.5], [3.7, 1.2, -2.1], [3.8, -0.2, -2.7], [2.0, -1.0, 5.9], [-0.2, -0.5, 0.4], [-1.0, 0.5, 0.3], [0.2, 1.2, -0.2], [-1.3, -0.1, -0.2], [-0.2, -0.8, 0.0], [-0.2, -1.2, -0.2], [-0.6, 0.5, 0.5], [-0.6, -0.3, 0.8], [-0.3, 0.5, 0.6], [-0.3, 0.1, 0.7], [-2.5, 0.6, 1.3], [-0.3, -2.0, 0.5], [-1.3, -2.2, 1.5], [1.5, 2.1, -0.4], [0.8, 1.1, -0.5], [-1.4, -0.1, -1.3], [-5.0, 8.3, 3.6], [0.8, 1.7, 0.7], [0.5, 0.6, 0.8], [0.0, 0.3, -2.7], [0.1, -0.7, 0.3], [-1.7, 0.3, 0.0], [0.2, 0.6, 1.1], [0.1, -0.6, 0.8], [0.9, 0.5, -0.2], [-1.2, -0.2, -1.1], [0.4, -1.4, 0.7], [-3.4, 0.4, -1.4], [8.1, -10.0, -0.7], [0.4, -0.2, 0.8], [0.3, -1.1, -0.9], [0.0, 0.8, -1.1], [4.9, 0.0, -2.0], [1.5, -0.9, -1.1], [-0.6, -3.1, 2.5], [-1.4, -0.5, -1.5], [-3.1, 2.5, -0.3], [0.7, -11.2, -6.6], [-0.3, -2.5, -0.9], [-3.3, 3.9, -0.8], [0.4, -1.6, 3.0], [-0.8, -0.5, 3.0], [-2.1, 3.2, 0.5], [0.5, -1.0, -2.0], [-1.6, 2.8, -1.6], [0.9, 0.9, -1.5], [1.6, -3.3, 1.4], [1.1, -0.3, 0.0], [-0.1, 0.5, 0.4], [-0.2, 1.5, -1.0], [-0.2, -0.4, 3.0], [2.0, 10.1, 5.5]], "lowdin_charge": [-0.08, -0.24, -0.16, -0.19, -0.04, -0.27, -0.10, 0.09, 0.10, 0.03, 0.10, 0.09, 0.06, 0.10, 0.04, 0.05, 0.05, 0.01, 0.07, 0.09, 0.17, 0.04, -0.07, -0.16, -0.18, -0.19, -0.33, -0.12, 0.08, -0.02, 0.10, -0.04, 0.14, 0.11, -0.01, 0.10, 0.10, 0.13, 0.09, 0.00, 0.12, 0.13, -0.05, -0.20, -0.29, -0.29, -0.29, -0.08, -0.01, 0.00, 0.06, 0.08, 0.12, 0.13, 0.12, 0.14, 0.14, 0.13, 0.09, 0.09, 0.03, 0.05, -0.15, -0.31, -0.18, -0.14, -0.29, -0.11, 0.09, 0.12, 0.04, 0.13, 0.08, 0.09, 0.11, 0.11, 0.12, 0.11, -0.02, 0.04, 0.10, 0.07, -0.10, -0.16, -0.20, -0.30, -0.31, -0.09, 0.03, 0.02, 0.04, 0.11, 0.14, 0.15, 0.04, 0.09, 0.08, 0.14, 0.10, 0.12, 0.14, -0.06], "charge": 0, "orbital_gap_ev": 8.776, "e_homo_ev": -7.90, "multiplicity": 1}


No. 6
{"formula": "C3HO2S3", "method": "ωB97M-V with the def2-TZVPD basis set", "symbols": ["C", "C", "C", "O", "O", "S", "S", "S", "H"], "coordinates": [[-2.0074, -0.7125, -0.0466], [1.4618, 1.4322, -0.2920], [-0.7853, -0.6385, 0.3823], [1.9084, 0.4082, -0.6895], [1.5634, 2.6045, -0.2482], [-3.5186, -0.6837, -0.4845], [-0.2948, 0.9616, 0.9209], [0.3210, -2.0449, 0.4497], [1.3516, -1.3270, 0.0080]], "forces_ev_per_angstrom": [[-0.5, 0.0, -0.1], [-1.0, -0.4, 0.5], [0.7, -0.2, 0.1], [0.9, -1.1, -0.8], [0.3, 1.5, 0.0], [0.1, -0.2, 0.0], [-0.1, 0.3, 0.2], [-0.7, -0.1, 0.2], [0.3, 0.1, -0.1]], "lowdin_charge": [-0.85, -0.82, -1.14, -0.03, 0.02, 0.62, 0.70, 0.68, -0.17], "charge": -1, "orbital_gap_ev": 6.871, "e_homo_ev": -3.75, "smiles": "O=C([O-])SC(S)=C=S", "multiplicity": 1}


No. 7
{"formula": "C6H11NO", "method": "ωB97M-V with the def2-TZVPD basis set", "symbols": ["C", "C", "C", "C", "C", "C", "O", "N", "H", "H", "H", "H", "H", "H", "H", "H", "H", "H", "H"], "coordinates": [[0.3878, 0.0611, -2.0938], [1.2007, -0.5386, -0.9225], [0.4323, -1.1962, 0.1720], [0.1186, -0.4299, 1.2508], [-1.1170, -0.4239, 1.8783], [-1.5172, 0.7125, 2.7124], [-0.6796, 1.6655, 3.0091], [1.3626, 1.1410, -2.7059], [1.3285, 0.1529, -3.1391], [-0.0923, -0.6723, -2.7586], [2.0230, -1.1623, -1.2937], [1.6577, 0.3349, -0.4613], [-0.0801, -2.1456, 0.0344], [0.9090, 0.2660, 1.5203], [-1.8410, -1.1860, 1.5986], [-2.4437, 1.0895, 2.2012], [-1.7876, 0.2265, 3.6945], [0.6297, 1.6893, -3.1604], [-0.4914, 0.4157, -1.5364]], "forces_ev_per_angstrom": [[-1.8, 0.3, 4.5], [1.4, -0.7, 0.2], [-1.3, 0.2, -0.6], [1.6, -0.3, 0.1], [-0.3, -0.3, 0.3], [1.0, 0.8, -0.1], [0.2, -0.1, -0.1], [-2.6, -3.6, 0.2], [2.7, 2.6, -2.7], [0.6, -0.1, -0.3], [-0.1, -0.1, -0.1], [0.2, 0.0, -0.1], [-0.1, 0.1, -0.3], [-0.8, 0.8, 0.1], [-0.1, 0.0, 0.2], [-0.5, -0.4, 0.3], [-0.7, -0.5, -0.3], [0.6, 0.1, -0.8], [0.1, 0.9, -0.5]], "lowdin_charge": [-0.29, -0.21, -0.02, -0.10, 0.02, -0.51, -0.18, 0.02, 0.06, 0.12, 0.12, 0.11, 0.12, 0.13, 0.12, 0.15, 0.17, 0.05, 0.11], "charge": 0, "orbital_gap_ev": 5.866, "e_homo_ev": -7.65, "multiplicity": 1}


The calculation returns the following energy relative to the best compared isomer or geometry (same formula, charge and spin) values, one per record and in order: 35.7; 71.0; 113.8; 127.2; 66.0; 0.0; 176.5 kcal/mol.
The calculation returns the following total energy values, one per record and in order: -1321.49904; -307.59921; -429.47120; -306.18075; -1239.82741; -1460.01310; -364.95013 hartree.